# 1
The following is a DFT calculation (the ωB97M-V functional and the def2-TZVPD basis) of a structure of composition C42H77N15O3 in a non-equilibrium geometry.

- M: 840.2 g mol⁻¹
- E_HOMO: -21.908 eV
- Largest force on an atom: 11.98 eV/A
- Kohn-Sham gap: 6.006 eV
- E: -2688.60686 a.u.
- Energy above the lowest of the compared OMol25 structures with the same formula, charge and spin: 75.399 eV

```
! wB97M-V def2-TZVPD RIJCOSX def2/J DEFGRID3
* xyz 6 1
N -0.305 -0.254 0.649
O 0.388 -0.545 1.522
O -1.218 0.551 0.846
O -0.283 -0.705 -0.513
C -1.767 -3.906 1.598
C -1.154 -2.747 0.792
N 0.262 -2.732 0.760
C 1.046 -3.309 -0.250
C 2.378 -3.338 0.218
N 2.429 -2.784 1.447
C 1.110 -2.451 1.799
C 3.555 -2.699 2.374
H -2.818 -4.017 1.331
H -1.643 -3.528 2.612
H -1.271 -4.872 1.509
H -1.429 -1.818 1.292
H -1.603 -2.707 -0.201
H 0.575 -3.689 -1.145
H 3.323 -3.721 -0.138
H 0.916 -1.932 2.725
H 3.707 -1.656 2.652
H 4.523 -3.071 2.037
H 3.340 -3.336 3.232
C 3.951 2.074 0.878
C 3.887 1.951 2.398
N 2.722 1.303 2.929
C 2.142 0.233 2.396
C 1.005 -0.156 3.176
N 1.024 0.652 4.288
C 2.105 1.552 4.115
C 0.168 0.764 5.445
H 3.211 2.751 0.452
H 3.782 1.078 0.467
H 4.963 2.420 0.671
H 4.154 2.832 2.982
H 4.774 1.386 2.683
H 2.391 -0.277 1.477
H 0.280 -0.935 2.990
H 2.369 2.377 4.760
H -0.751 0.186 5.347
H -0.141 1.809 5.438
H 0.660 0.617 6.407
C -0.599 -2.190 -1.743
C -0.648 -2.491 -3.253
N 0.161 -1.571 -4.046
C -0.090 -0.654 -5.117
C 0.971 0.058 -5.463
N 2.012 -0.349 -4.608
C 1.520 -1.231 -3.750
C 3.360 0.250 -4.517
H -0.978 -1.189 -1.537
H 0.384 -2.122 -1.277
H -1.313 -2.822 -1.215
H -1.664 -2.385 -3.634
H -0.331 -3.504 -3.500
H -1.009 -0.741 -5.678
H 1.091 0.731 -6.300
H 2.107 -1.636 -2.940
H 3.197 1.010 -3.753
H 3.652 0.769 -5.429
H 4.169 -0.359 -4.112
C 3.311 4.434 -0.740
C 2.916 3.612 -1.930
N 2.969 2.162 -1.628
C 4.050 1.235 -1.716
C 3.731 -0.029 -1.366
N 2.491 0.139 -0.783
C 2.081 1.440 -0.845
C 1.810 -1.018 -0.115
H 3.310 3.866 0.190
H 2.801 5.393 -0.654
H 4.375 4.493 -0.970
H 3.506 3.618 -2.847
H 1.859 3.715 -2.172
H 4.971 1.627 -2.120
H 4.217 -0.985 -1.498
H 1.196 1.886 -0.415
H 1.440 -0.753 0.875
H 2.524 -1.804 0.134
H 1.054 -1.553 -0.689
C 1.170 0.614 -2.116
C -0.017 1.469 -1.486
N -1.355 1.224 -2.130
C -2.570 0.825 -1.526
C -3.478 0.744 -2.537
N -2.884 1.188 -3.745
C -1.570 1.434 -3.437
C -3.625 1.191 -4.973
H 2.105 1.173 -2.070
H 1.163 0.384 -3.182
H 1.313 -0.314 -1.562
H 0.122 2.534 -1.672
H -0.081 1.115 -0.458
H -2.533 0.731 -0.450
H -4.486 0.371 -2.439
H -0.830 1.610 -4.203
H -4.340 0.381 -4.830
H -2.998 1.019 -5.848
H -4.159 2.124 -5.152
C -3.114 3.025 5.603
C -3.685 3.097 4.181
N -2.619 3.209 3.238
C -2.285 4.312 2.500
C -1.109 3.910 1.828
N -0.744 2.661 2.191
C -1.618 2.247 3.097
C 0.374 1.906 1.592
H -2.452 2.171 5.751
H -3.992 2.695 6.158
H -2.580 3.936 5.871
H -4.454 3.862 4.080
H -4.233 2.211 3.861
H -2.962 5.135 2.322
H -0.450 4.343 1.090
H -1.538 1.345 3.686
H 1.394 2.231 1.799
H 0.304 1.929 0.504
H 0.295 0.857 1.877
C -5.052 -4.503 -1.315
C -3.565 -4.314 -1.142
N -3.083 -2.946 -0.652
C -2.290 -1.996 -1.277
C -2.062 -1.029 -0.361
N -2.584 -1.428 0.825
C -3.262 -2.617 0.641
C -2.715 -0.593 1.972
H -5.509 -3.703 -1.898
H -5.530 -4.352 -0.347
H -5.245 -5.489 -1.737
H -3.155 -4.598 -2.111
H -3.077 -5.123 -0.599
H -1.941 -2.176 -2.283
H -1.579 -0.063 -0.365
H -3.881 -3.172 1.331
H -2.044 0.248 1.797
H -2.525 -1.217 2.845
H -3.744 -0.233 1.975
*
```

Löwdin population analysis, charges in e, atoms 1 to 8: -0.44, -0.23, -0.09, -0.21, 0.07, -0.22, 0.04, 0.00

***

# 2
The following is a DFT calculation (the ωB97M-V functional and the def2-TZVPD basis) of a cluster of 12 separate species, C42H79Cl23F3INO in total in a non-equilibrium geometry.

- M: 1613.4 g mol⁻¹
- E_HOMO: -11.257 eV
- Largest force on an atom: 3.32 eV/A
- Kohn-Sham gap: 8.260 eV
- E: -12959.15914 a.u.

```
! wB97M-V def2-TZVPD RIJCOSX def2/J DEFGRID3
* xyz 1 1
C 0.343 2.034 -3.489
C 1.237 2.481 -2.542
C 2.580 1.833 -2.343
N 2.597 0.964 -1.120
C 1.359 0.267 -0.686
C 1.455 0.125 0.842
C 1.121 1.433 1.551
C -0.292 1.991 1.348
C -1.405 1.441 2.274
C -2.605 0.962 1.439
C -3.538 -0.063 2.120
C 0.515 -1.034 1.232
C 0.607 -1.466 2.699
C 1.649 -2.548 2.980
Cl -1.019 -2.164 3.132
O 2.821 -0.193 1.232
C 3.537 -0.883 0.224
C 4.797 -1.452 0.905
F 5.294 -0.665 1.843
F 5.748 -1.811 0.043
F 4.423 -2.586 1.534
C 3.743 -0.027 -1.049
I 5.472 1.320 -0.703
C 4.100 -0.797 -2.325
C 3.083 -1.735 -3.009
C 2.570 -2.894 -2.127
C 1.925 -1.070 -3.762
H 0.558 2.078 -4.556
H -0.622 1.615 -3.201
H 0.988 3.337 -1.910
H 3.286 2.645 -2.160
H 2.884 1.379 -3.276
H 2.815 1.608 -0.351
H 0.443 0.806 -0.896
H 1.260 -0.719 -1.127
H 1.856 2.201 1.279
H 1.277 1.263 2.618
H -0.646 1.919 0.320
H -0.212 3.060 1.549
H -1.771 2.273 2.886
H -1.051 0.689 2.979
H -2.271 0.556 0.479
H -3.201 1.846 1.191
H -3.559 -0.982 1.532
H -3.236 -0.286 3.141
H -4.570 0.288 2.157
H -0.498 -0.716 0.978
H 0.722 -1.912 0.613
H 0.711 -0.615 3.366
H 1.890 -3.067 2.051
H 1.294 -3.256 3.720
H 2.578 -2.080 3.305
H 2.932 -1.763 -0.004
H 4.989 -1.385 -2.104
H 4.444 -0.071 -3.066
H 3.646 -2.235 -3.802
H 3.307 -3.126 -1.355
H 2.490 -3.810 -2.712
H 1.591 -2.720 -1.684
H 1.114 -0.698 -3.139
H 1.487 -1.837 -4.401
H 2.267 -0.295 -4.447
Cl -2.076 0.790 5.361
C -2.695 -0.219 6.695
C -2.676 -1.678 6.324
Cl -3.865 -2.073 5.051
H -3.696 0.126 6.938
H -2.049 -0.049 7.554
H -2.930 -2.284 7.191
H -1.696 -1.981 5.968
Cl 4.268 2.678 -4.944
C 5.183 1.616 -6.052
C 4.450 1.383 -7.346
Cl 2.985 0.392 -7.119
H 5.384 0.681 -5.533
H 6.132 2.114 -6.248
H 5.096 0.845 -8.038
H 4.150 2.321 -7.806
Cl -0.308 -4.632 -0.150
C -1.239 -5.300 -1.525
C -0.555 -5.059 -2.844
Cl -0.551 -3.330 -3.281
H -2.229 -4.854 -1.502
H -1.335 -6.371 -1.352
H -1.078 -5.582 -3.640
H 0.477 -5.403 -2.827
Cl -1.779 -4.939 6.229
C -0.657 -4.962 4.843
C -1.337 -5.397 3.571
Cl -1.799 -7.117 3.609
H 0.175 -5.614 5.097
H -0.282 -3.946 4.720
H -0.655 -5.267 2.731
H -2.235 -4.811 3.385
Cl -3.796 3.374 3.578
C -5.551 3.068 3.419
C -6.139 2.487 4.674
Cl -5.491 0.850 4.955
H -5.677 2.392 2.584
H -6.032 4.013 3.176
H -7.219 2.409 4.557
H -5.926 3.088 5.555
Cl -7.145 2.984 0.536
C -6.017 2.501 -0.759
C -6.733 1.906 -1.943
Cl -7.453 0.322 -1.561
H -5.303 1.797 -0.335
H -5.482 3.400 -1.064
H -6.024 1.748 -2.755
H -7.527 2.559 -2.296
Cl 0.178 -5.939 -6.066
C -1.088 -6.646 -7.108
C -1.929 -5.581 -7.760
Cl -2.933 -4.714 -6.569
H -1.692 -7.310 -6.495
H -0.583 -7.241 -7.867
H -2.605 -6.039 -8.480
H -1.314 -4.849 -8.276
Cl 7.517 4.372 -4.470
C 7.181 5.732 -3.366
C 5.776 5.698 -2.821
Cl 4.550 6.035 -4.072
H 7.373 6.655 -3.907
H 7.892 5.654 -2.546
H 5.666 6.465 -2.056
H 5.547 4.729 -2.380
Cl -9.463 1.545 5.842
C -10.493 2.978 5.585
C -11.114 2.995 4.213
Cl -9.917 3.267 2.915
H -9.886 3.863 5.758
H -11.279 2.942 6.337
H -11.834 3.809 4.149
H -11.625 2.061 3.998
Cl -1.011 4.452 -0.972
C -1.291 5.787 0.187
C -2.656 5.704 0.818
Cl -3.954 6.032 -0.356
H -1.150 6.722 -0.348
H -0.524 5.706 0.957
H -2.737 6.453 1.605
H -2.838 4.726 1.253
Cl 11.434 -2.889 2.517
C 9.785 -2.249 2.324
C 9.450 -1.969 0.881
Cl 10.387 -0.601 0.225
H 9.702 -1.350 2.930
H 9.102 -3.000 2.717
H 8.397 -1.705 0.795
H 9.644 -2.836 0.255
*
```

Löwdin population analysis, charges in e, atoms 1 to 8: 0.06, -0.16, -0.22, -0.05, -0.03, -0.39, -0.09, -0.18

***

# 3
The following is a DFT calculation (the ωB97M-V functional and the def2-TZVPD basis) of a cluster of 3 separate species, C42H83ClN3O9P3S in total in a non-equilibrium geometry.

- M: 934.6 g mol⁻¹
- E_HOMO (alpha / beta): -7.731 / -7.731 eV
- <S²>: 2.01
- Largest force on an atom: 2.82 eV/A
- Kohn-Sham gap (alpha / beta): 8.124 / 7.732 eV
- E: -4373.65563 a.u.

```
! wB97M-V def2-TZVPD RIJCOSX def2/J DEFGRID3
* xyz 0 3
C -3.958 4.599 1.900
C -2.696 4.161 1.769
C -2.228 3.602 0.435
C -1.257 2.398 0.521
P -1.939 1.346 1.929
O -1.371 1.782 3.234
C 0.241 2.736 0.822
P 0.512 4.395 1.628
N 0.517 4.339 3.195
C 1.279 2.444 -0.329
C 2.683 2.373 0.341
C 3.875 3.222 -0.134
C 4.387 3.015 -1.562
C 5.410 4.117 -1.844
O 6.328 3.769 -2.886
C 6.134 4.571 -4.002
C 5.097 4.081 -4.986
O 6.778 5.598 -4.170
C 1.081 3.349 -1.568
C 1.488 4.840 -1.571
C 0.306 5.832 -1.515
Cl 2.327 5.178 -3.158
C 0.983 1.010 -0.842
C 2.093 0.498 -1.803
O 1.532 -0.452 -2.679
C 2.497 -1.015 -3.557
C 2.395 -0.445 -4.960
C 3.236 0.835 -5.183
P 0.665 -0.270 0.472
C 0.188 -1.886 -0.214
C 1.172 -3.049 -0.016
C 1.743 -0.317 1.942
C 3.140 -1.024 1.803
O -0.203 1.003 -1.683
S -1.582 1.382 -0.966
O -2.319 0.210 -0.583
O -2.289 2.165 -1.939
H -4.157 5.496 2.469
H -4.787 4.063 1.452
H -1.996 4.204 2.601
H -1.794 4.433 -0.109
H -3.148 3.331 -0.079
H -3.336 1.530 1.902
H -1.720 -0.013 1.731
H 0.545 2.091 1.642
H -0.426 5.336 1.174
H 1.793 4.837 1.227
H 0.312 3.404 3.536
H 3.077 1.362 0.392
H 2.564 2.636 1.394
H 3.810 4.272 0.150
H 4.700 2.865 0.488
H 3.626 3.053 -2.332
H 4.963 2.092 -1.578
H 4.923 5.078 -2.009
H 5.982 4.245 -0.924
H 5.571 3.688 -5.880
H 4.521 4.950 -5.290
H 4.434 3.363 -4.519
H 0.017 3.378 -1.791
H 1.502 2.915 -2.465
H 2.192 5.152 -0.814
H 0.328 6.400 -0.591
H -0.650 5.347 -1.683
H 0.418 6.568 -2.303
H 2.536 1.291 -2.410
H 2.892 0.031 -1.223
H 3.504 -0.857 -3.164
H 2.298 -2.085 -3.607
H 2.721 -1.190 -5.684
H 1.355 -0.222 -5.189
H 2.615 1.712 -5.344
H 3.859 0.745 -6.069
H 3.899 0.998 -4.336
H -0.061 -1.832 -1.269
H -0.744 -2.158 0.281
H 0.833 -3.956 -0.511
H 1.298 -3.258 1.044
H 2.146 -2.784 -0.421
H 1.200 -0.877 2.700
H 1.939 0.659 2.370
H 3.138 -1.946 2.375
H 3.919 -0.377 2.197
H 3.363 -1.284 0.775
C -3.191 -0.216 6.502
C -3.816 1.191 6.506
C -4.147 1.619 7.938
C -5.380 0.927 8.516
C -6.576 1.098 7.581
C -6.290 0.639 6.151
N -5.022 1.228 5.621
O -5.247 2.453 5.261
C -6.242 -0.904 6.112
C -7.465 1.013 5.252
C -2.712 2.091 5.960
H -3.822 -0.991 6.930
H -2.926 -0.514 5.486
H -2.276 -0.214 7.095
H -4.315 2.700 7.960
H -3.283 1.432 8.578
H -5.174 -0.132 8.693
H -5.618 1.357 9.491
H -7.434 0.545 7.971
H -6.868 2.153 7.573
H -5.778 -1.260 5.191
H -7.252 -1.312 6.150
H -5.719 -1.345 6.957
H -7.676 2.081 5.271
H -8.364 0.500 5.592
H -7.278 0.720 4.217
H -2.481 1.849 4.919
H -1.802 1.954 6.545
H -2.972 3.148 6.014
C -1.064 -6.281 -5.174
C -0.077 -5.665 -4.166
C 1.120 -5.059 -4.902
C 2.104 -6.100 -5.429
C 2.541 -7.036 -4.306
C 1.368 -7.691 -3.577
N 0.342 -6.685 -3.154
O 0.764 -6.070 -2.095
C 0.741 -8.771 -4.483
C 1.889 -8.455 -2.363
C -0.865 -4.536 -3.506
H -0.641 -7.066 -5.793
H -1.936 -6.687 -4.659
H -1.414 -5.513 -5.864
H 1.657 -4.387 -4.225
H 0.760 -4.439 -5.726
H 1.657 -6.663 -6.253
H 2.980 -5.598 -5.845
H 3.194 -7.816 -4.706
H 3.145 -6.468 -3.590
H -0.245 -9.066 -4.122
H 1.368 -9.663 -4.491
H 0.654 -8.470 -5.525
H 2.451 -7.818 -1.683
H 2.561 -9.247 -2.692
H 1.071 -8.914 -1.806
H -1.704 -4.924 -2.928
H -1.264 -3.874 -4.273
H -0.247 -3.929 -2.844
*
```

Löwdin population analysis, charges in e, atoms 1 to 8: 0.04, -0.23, -0.24, -0.49, 0.77, -0.43, -0.34, 0.79